{"formula": "C6H10ClN2", "method": "ωB97M-V/def2-TZVPD", "e_tot_ev": -21874.42248, "homo_ev": [-11.43, -14.13], "mol_weight_g_mol": 145.6, "multiplicity": 3, "lumo_energy_ev": [-2.77, -7.19], "total_charge": 1, "symbols": ["C", "C", "C", "C", "C", "C", "N", "N", "Cl", "H", "H", "H", "H", "H", "H", "H", "H", "H", "H"], "xyz": [[-0.69220, -0.36473, -1.30047], [-1.52015, -0.43412, -0.24598], [0.43275, 0.31640, 0.49540], [-2.88186, -1.20050, -0.08954], [1.72586, 0.35090, -1.52175], [1.99781, 1.27413, 1.99745], [0.57039, 0.14889, -0.75186], [-0.80998, 0.02105, 0.86965], [3.02819, -0.01736, 2.18306], [-0.95082, -0.45456, -2.39571], [-2.85848, -1.93240, -0.89002], [-2.91569, -1.66051, 0.95539], [-3.73606, -0.49904, -0.22769], [2.09966, -0.49890, -2.05157], [1.49947, 1.10956, -2.21104], [2.55682, 0.62945, -0.96538], [1.23646, 1.22791, 2.67779], [2.25328, 2.12782, 1.56125], [-1.03545, -0.14399, 1.91101]], "forces_ev_per_angstrom": [[0.72, 1.05, -0.55], [-1.65, -1.51, 1.02], [-1.84, -1.08, 0.63], [1.11, 1.59, 0.79], [0.70, -0.10, -1.34], [1.25, -1.93, 2.08], [-1.78, -1.39, -2.28], [-0.08, -0.56, 2.83], [0.35, -0.39, -0.57], [0.87, -0.03, 1.54], [-0.35, -0.28, 0.24], [-0.05, 0.45, -1.62], [0.56, -0.62, 0.18], [-0.49, -0.95, -0.36], [0.01, 1.07, -1.13], [1.19, 0.85, 1.50], [-2.07, 0.17, 1.45], [1.42, 3.24, -1.90], [0.13, 0.42, -2.51]], "nbo_charge": [-0.097, 0.172, 0.663, -0.635, -0.417, -0.438, -0.379, -0.590, 0.155, 0.276, 0.252, 0.242, 0.255, 0.240, 0.228, 0.237, 0.179, 0.193, 0.464]}


{"formula": "C12H21IrN2O5S3", "method": "ωB97M-V/def2-TZVPD", "e_tot_ev": -61347.23264, "homo_ev": -8.25, "mol_weight_g_mol": 561.7, "lumo_energy_ev": -0.50, "symbols": ["Ir", "N", "C", "C", "O", "N", "C", "C", "O", "O", "H", "H", "H", "H", "H", "H", "C", "C", "S", "C", "C", "S", "C", "C", "S", "H", "H", "H", "H", "H", "H", "H", "H", "H", "H", "H", "H", "C", "C", "O", "O", "H", "H", "H"], "xyz": [[0.05016, -0.25219, 0.31243], [-1.89257, 0.55126, -0.22539], [-1.64175, 1.99673, -0.38110], [-0.45342, 2.16710, -1.27494], [-0.41182, 3.00056, -2.16634], [0.51264, 1.28645, -0.96186], [1.45831, 0.91563, -1.97974], [0.95744, -0.42832, -2.52221], [1.23268, -0.76198, -3.65635], [0.27854, -1.10958, -1.62141], [-2.22698, 0.12599, -1.08505], [-2.56405, 0.38975, 0.51708], [-1.39199, 2.38525, 0.60485], [-2.48925, 2.54143, -0.79101], [2.44748, 0.68365, -1.57432], [1.51408, 1.61549, -2.80413], [0.36578, -4.88083, 2.34888], [-0.69164, -3.80778, 2.54877], [-0.23453, -2.21500, 1.81772], [1.09618, -1.63032, 2.87245], [2.44544, -1.84231, 2.23161], [2.43750, -1.42851, 0.45462], [1.97607, -2.97548, -0.43140], [2.22219, -4.33532, 0.22593], [0.69323, -5.23833, 0.60585], [0.00480, -5.82164, 2.76804], [1.30253, -4.62280, 2.84214], [-0.88191, -3.59844, 3.60255], [-1.62630, -4.09190, 2.06750], [1.00720, -2.09403, 3.85638], [0.91707, -0.56401, 2.98208], [2.81126, -2.85961, 2.34012], [3.18644, -1.17407, 2.67173], [2.57846, -2.88625, -1.33569], [0.93781, -2.88055, -0.71760], [2.84076, -4.30630, 1.12012], [2.73216, -4.98582, -0.48323], [-2.33999, 1.66524, 3.54193], [-1.42971, 0.52159, 3.11710], [-1.46707, -0.52233, 3.74469], [-0.67703, 0.82207, 2.08478], [-2.75317, 1.46192, 4.52443], [-3.15748, 1.75798, 2.82162], [-1.78685, 2.60491, 3.54643]], "forces_ev_per_angstrom": [[-1.23, -0.02, -3.09], [1.10, -0.55, 0.55], [-0.44, 0.49, 0.19], [0.29, 0.16, -0.19], [-0.03, -0.03, -0.03], [0.42, 0.06, 1.37], [-0.21, -1.11, -0.14], [0.68, 1.00, -0.12], [-0.47, -0.70, 0.54], [-0.50, -0.15, 0.67], [0.08, -0.03, -0.04], [0.03, -0.14, 0.01], [-0.12, -0.03, 0.03], [-0.10, -0.12, -0.04], [0.07, 0.47, 0.08], [0.04, 0.28, 0.14], [-0.04, 0.04, -0.25], [-0.13, 0.19, -0.26], [0.40, 0.03, 0.21], [-0.25, -0.19, 0.24], [0.35, -0.02, -0.22], [-1.10, 0.62, 0.48], [0.35, -0.02, -0.08], [-0.22, 0.13, 0.08], [0.08, -0.29, 0.03], [0.04, 0.05, 0.15], [-0.02, -0.04, 0.08], [-0.08, -0.03, -0.01], [-0.01, -0.02, 0.05], [0.08, 0.02, 0.00], [-0.06, -0.04, 0.15], [0.05, 0.02, 0.03], [0.04, -0.03, 0.00], [-0.05, -0.03, -0.05], [0.01, 0.02, -0.02], [0.07, -0.05, -0.05], [0.06, 0.06, -0.01], [0.20, 0.13, -0.20], [0.01, 0.22, 0.03], [0.16, -0.12, -0.01], [0.56, -0.24, -0.30], [-0.02, -0.02, 0.01], [0.01, 0.05, 0.03], [-0.07, 0.00, -0.02]], "nbo_charge": [1.038, -0.707, -0.333, 0.621, -0.625, -0.573, -0.360, 0.772, -0.616, -0.741, 0.408, 0.407, 0.256, 0.221, 0.208, 0.258, -0.551, -0.488, 0.258, -0.560, -0.536, 0.364, -0.547, -0.547, 0.215, 0.240, 0.215, 0.242, 0.244, 0.242, 0.269, 0.218, 0.243, 0.242, 0.285, 0.217, 0.248, -0.717, 0.789, -0.675, -0.812, 0.230, 0.211, 0.227]}